Record 1
The following is a DFT calculation (ωB97M-V with the def2-TZVPD basis set) of a molecular structure, C59H54I4IrN9OPS.

Last column: Mulliken charge in e.
Element x y z (Å)
Ir -0.1192 -0.6615 -0.0355  0.599
I -6.8045 -3.4394 6.3704  0.070
C -5.4224 -2.5140 5.0625  -0.434
C -5.2558 -3.0203 3.7844  -0.603
C -4.3154 -2.4562 2.9511  -0.360
C -3.5244 -1.3738 3.3623  0.549
C -3.7580 -0.8503 4.6352  -0.442
C -4.6901 -1.4178 5.4830  -0.749
C -2.5050 -0.8835 2.4402  0.764
C -1.1684 -0.7345 2.8733  0.141
C -0.7148 -0.8468 4.2110  -1.410
C 0.6556 -0.7976 4.1792  -1.497
C 1.0395 -0.6804 2.8237  0.748
C 2.3588 -0.8648 2.3483  0.348
C 3.3531 -1.3871 3.2928  0.485
C 3.7427 -0.7338 4.4611  -0.446
C 4.6288 -1.3288 5.3408  -0.624
C 5.1212 -2.5913 5.0613  -0.469
I 6.3955 -3.5576 6.4458  0.056
C 4.7731 -3.2531 3.8948  -0.662
C 3.9000 -2.6445 3.0202  0.013
C 2.7577 -0.8376 0.9980  0.198
N 1.9423 -0.6989 -0.0883  0.431
C 2.7311 -0.7720 -1.2020  0.318
C 2.2751 -0.8046 -2.5382  0.664
C 3.2769 -0.9712 -3.5969  0.344
C 3.1871 -2.0405 -4.4930  -0.449
C 4.1168 -2.2138 -5.4985  -0.921
C 5.1555 -1.3069 -5.6212  -0.312
I 6.5804 -1.5561 -7.1663  0.070
C 5.2764 -0.2423 -4.7443  -0.756
C 4.3443 -0.0824 -3.7366  -0.359
C 0.9240 -0.7716 -2.9340  0.295
C 0.4731 -0.8553 -4.2751  -1.629
C -0.8952 -0.8346 -4.2423  -1.847
C -1.2804 -0.6872 -2.8868  0.409
N -0.1613 -0.6688 -2.1027  0.259
C -2.6191 -0.6269 -2.4382  1.001
C -3.0081 -0.5696 -1.0846  0.220
C -4.3452 -0.4544 -0.6218  -1.471
C -4.3057 -0.5667 0.7426  -1.538
C -2.9432 -0.7188 1.1056  0.071
N -2.1689 -0.6787 -0.0099  0.976
C -3.6833 -0.7150 -3.4392  0.326
C -3.7262 0.1230 -4.5560  -0.487
C -4.7653 0.0498 -5.4623  -0.765
C -5.7852 -0.8638 -5.2617  -0.380
I -7.4225 -0.9247 -6.6035  0.068
C -5.7508 -1.7338 -4.1855  -0.878
C -4.7048 -1.6599 -3.2886  -0.403
C 4.0828 -0.9489 -0.8075  -1.464
C 4.1020 -0.9737 0.5628  -1.492
N -0.0841 -0.6065 2.0440  -0.149
H -5.8529 -3.8503 3.4410  0.472
H -4.1671 -2.8684 1.9637  0.377
H -3.2340 0.0387 4.9471  0.684
H -4.8521 -1.0011 6.4656  0.420
H -1.3265 -0.9744 5.0792  0.577
H 1.3205 -0.8527 5.0153  0.547
H 3.3631 0.2551 4.6697  0.604
H 4.9290 -0.8069 6.2383  0.408
H 5.1711 -4.2326 3.6747  0.498
H 3.6059 -3.1535 2.1136  0.096
H 2.3840 -2.7556 -4.3895  0.787
H 4.0321 -3.0476 -6.1798  0.426
H 6.0850 0.4673 -4.8438  0.411
H 4.4309 0.7554 -3.0623  0.609
H 1.0887 -0.9063 -5.1506  0.736
H -1.5568 -0.9502 -5.0767  0.695
H -5.2135 -0.2874 -1.2297  0.760
H -5.1316 -0.5018 1.4257  0.693
H -2.9559 0.8630 -4.7027  0.696
H -4.7812 0.7149 -6.3110  0.412
H -6.5318 -2.4663 -4.0457  0.422
H -4.6661 -2.3530 -2.4602  0.684
H 4.9185 -1.0713 -1.4698  0.681
H 4.9619 -1.0609 1.2004  0.651
O -0.3735 3.6974 -0.0837  -0.576
S 0.5663 2.5938 0.0214  0.304
N -0.0681 1.2371 -0.0704  -0.576
N -0.1647 -2.5501 -0.0029  0.701
P -0.0549 -4.0949 0.1680  -1.763
N -0.4106 -4.6861 1.7232  0.898
C -1.7542 -5.1809 2.0066  -0.008
C -2.0308 -5.1620 3.5096  -0.186
C -0.8037 -5.6568 4.2702  -1.168
C 0.3526 -4.6663 4.0714  -1.077
C 0.1505 -3.8646 2.7851  0.446
N -1.0776 -4.8315 -0.9163  1.572
C -1.1448 -6.2606 -1.1005  -0.992
C -0.9314 -6.6190 -2.5821  -1.106
C -1.2935 -5.4220 -3.4676  -0.074
C -2.5186 -4.7215 -2.8916  -0.953
C -2.1453 -4.0771 -1.5534  0.779
N 1.4793 -4.6930 -0.0815  0.740
C 2.2112 -5.6638 0.6963  -0.056
C 2.7669 -6.7539 -0.2220  -0.826
C 3.6483 -6.1216 -1.2957  -1.033
C 2.8375 -5.0908 -2.0742  -0.580
C 2.2720 -4.0529 -1.1096  1.028
H -1.8142 -6.2139 1.6438  0.331
H -2.5205 -4.5925 1.4845  -0.282
H -2.8981 -5.7902 3.7153  0.526
H -2.2758 -4.1498 3.8349  -0.261
H -0.5245 -6.6408 3.8879  0.344
H -1.0371 -5.7587 5.3311  0.469
H 1.3053 -5.1951 4.0483  0.299
H 0.3932 -3.9530 4.8963  0.612
H 1.0957 -3.4484 2.4265  -0.596
H -0.5201 -3.0273 2.9957  0.112
H -2.1253 -6.6221 -0.7647  0.555
H -0.3806 -6.7192 -0.4711  0.444
H -1.5577 -7.4762 -2.8325  0.449
H 0.1055 -6.9052 -2.7611  0.300
H -1.4817 -5.7544 -4.4890  0.599
H -0.4628 -4.7139 -3.4923  -0.444
H -3.3087 -5.4611 -2.7520  0.419
H -2.8942 -3.9601 -3.5763  0.457
H -3.0301 -4.0193 -0.9027  -0.305
H -1.7691 -3.0634 -1.7076  -0.634
H 1.5431 -6.0806 1.4502  0.250
H 3.0521 -5.1714 1.2059  -0.028
H 1.9434 -7.2877 -0.7021  0.229
H 3.3359 -7.4715 0.3698  0.421
H 4.0362 -6.8905 -1.9658  0.518
H 4.4997 -5.6257 -0.8248  0.262
H 2.0158 -5.5837 -2.5957  0.111
H 3.4672 -4.5959 -2.8133  0.297
H 1.6334 -3.3347 -1.6315  -0.656
H 3.1018 -3.4993 -0.6498  -0.060

Forces on atoms 1 to 3 (eV/Å):
Ir 0.1706 -0.6020 -0.0899
I 0.3047 0.2534 -0.2882
C -0.3302 -0.2384 0.2498

## Properties
Kohn-Sham gap (spin up / spin down) (eV): 5.44 / 5.30
Multiplicity: 2
HOMO energy (spin up / spin down) (eV): -6.998 / -7.000

Record 2
The following is a DFT calculation (ωB97M-V with the def2-TZVPD basis set) of a molecular structure, C59H55BaN4O3P2S.

Last column: Mulliken charge in e.
Element x y z (Å)
Ba 0.6911 -1.7359 -2.6921  1.476
O 2.5601 -0.5274 -0.8389  -0.697
S 3.5588 0.6778 -1.1007  0.535
C 4.8652 1.3182 0.0506  0.198
C 5.5795 2.1326 -0.8427  -0.880
C 6.8003 2.8165 -0.5056  -1.352
C 7.3045 2.5734 0.7809  0.062
C 8.6032 2.7829 1.4413  -0.685
C 8.6083 2.1702 2.8893  -0.752
C 7.1946 1.7023 2.9738  -0.077
C 6.4269 1.1905 3.9970  -1.159
C 5.3119 0.5208 3.6725  -0.545
C 4.5188 0.6577 2.5549  0.514
P 2.8288 0.2091 3.0932  0.509
C 2.6713 -0.1167 4.8981  0.393
C 2.0449 0.7879 5.7666  -0.596
C 1.5069 0.3905 7.0247  -0.457
C 1.6276 -0.9604 7.4092  -0.606
C 2.3323 -1.8445 6.5839  -0.451
C 2.7676 -1.4370 5.3257  -0.152
C 1.7352 1.4786 2.4718  0.537
C 2.0756 2.8605 2.4638  -0.269
C 1.4583 3.6134 1.4887  -0.786
C 0.5126 3.0109 0.5744  -0.302
C 0.0750 1.7149 0.7272  -0.249
C 0.6223 0.9856 1.7885  -0.659
C 5.2344 1.2303 1.4447  0.636
C 6.5406 1.8038 1.7127  0.677
C 0.7982 -0.9342 -5.4524  -1.838
C 1.6647 -1.7966 -6.0529  -0.283
C 3.0234 -1.5580 -6.3094  -0.832
C 3.5279 -0.3100 -5.9440  -0.230
C 5.0374 0.1003 -5.7261  -0.727
C 4.9659 1.3450 -4.8747  -0.077
C 3.4299 1.6000 -4.6568  0.884
C 2.7896 2.2956 -3.6600  -1.031
C 1.4713 1.9479 -3.2518  0.322
C 0.5166 1.3135 -4.1357  -0.672
P -1.2716 1.3556 -3.5251  0.494
C -2.8721 1.0507 -4.6012  0.597
C -3.8912 -0.1172 -4.0292  0.006
C -5.0433 -1.0080 -5.8962  -0.385
C -4.3606 -0.3628 -6.8887  -0.355
C -3.0695 0.1550 -6.9900  -1.165
C -2.6764 1.0165 -5.9001  -0.053
C -1.3919 3.2211 -3.4577  0.797
C -2.5093 3.4930 -2.6488  -0.814
C -3.1866 4.6570 -2.8752  -0.575
C -2.5226 5.6958 -3.5471  -0.356
C -1.3500 5.4771 -4.2452  -0.555
C -0.8354 4.1657 -4.3496  -0.493
C 1.2134 0.3748 -5.1322  0.605
C 2.6585 0.6237 -5.3224  0.261
H 5.2737 2.4241 -1.7770  0.422
H 7.3681 3.3297 -1.2826  0.397
H 8.9121 3.8304 1.5190  0.312
H 9.3497 2.1890 0.8703  0.191
H 8.9857 2.7192 3.7559  0.395
H 9.2459 1.2910 2.7200  0.213
H 6.5186 1.2259 5.1229  0.302
H 4.9462 -0.1534 4.4504  0.303
H 1.9798 1.8813 5.5194  0.176
H 1.0317 1.1957 7.5776  0.377
H 1.1222 -1.3232 8.3071  0.351
H 2.4935 -2.8800 6.9160  0.344
H 3.2204 -2.2565 4.6965  0.244
H 2.8799 3.3482 3.0928  0.309
H 1.6440 4.7078 1.4165  0.338
H 0.0796 3.6201 -0.2080  0.462
H -0.6610 1.2490 0.0443  0.380
H 0.1515 -0.0186 1.9998  0.260
H 1.3395 -2.8512 -6.1519  0.421
H 3.6756 -2.2799 -6.7641  0.490
H 5.5320 0.3316 -6.6880  0.269
H 5.6034 -0.7232 -5.2331  0.306
H 5.4341 2.2714 -5.2928  0.387
H 5.5098 1.2230 -3.9482  -0.046
H 3.2543 3.0278 -2.9864  0.504
H 1.2017 2.2917 -2.2411  0.160
H -6.5744 2.6720 5.0131  0.316
H -5.7742 -1.6854 -6.2244  0.363
H -4.8450 -0.4652 -7.8431  0.232
H -2.6977 -0.6468 -7.5870  0.194
H -2.1209 1.8173 -6.4895  0.193
H -2.8816 2.7782 -1.8982  0.358
H -4.2235 4.7501 -2.6122  0.394
H -2.8558 6.7608 -3.4155  0.285
H -0.8838 6.2968 -4.8567  0.269
H -0.1175 3.8834 -5.0642  0.515
O 5.1372 -6.0979 -1.5277  -0.639
H 5.5928 -5.2748 -1.8285  0.329
H 4.3175 -5.8554 -1.0400  0.312
O -3.0144 -8.7534 -3.7782  -0.638
H -3.3681 -7.9075 -4.1090  0.328
H -2.2299 -8.5499 -3.2926  0.309
H 2.7872 -1.2529 2.3914  -0.082
N -4.0339 -2.4614 9.7947  -0.282
C -3.8576 -2.2308 10.9559  -0.187
H -3.8763 -1.9929 9.0078  0.252
C -8.2069 1.7434 2.4959  -0.736
C -7.1772 2.1406 3.1519  0.544
C -7.1323 1.8338 4.5604  -1.263
C -6.1069 3.2339 2.5455  -1.101
N -4.6023 -0.7936 -4.6234  -0.343
H -8.6436 0.8054 2.3340  0.320
H -4.1070 -2.7860 11.8175  0.217
H -7.9227 2.0900 1.5519  0.290
H -6.4124 1.0543 4.4691  0.333
H -8.0610 1.6519 5.1078  0.342
H -3.8305 -0.0626 -2.7462  -0.038
H -5.4094 2.8007 1.8474  0.326
H -5.5509 3.3401 3.5453  0.306
H -6.4314 4.2447 2.4035  0.323
N -6.7951 -5.3165 4.4999  -0.421
C -7.2642 -6.1645 3.8768  0.004
C -7.3015 -7.0107 2.6818  0.531
C -7.7068 -6.8259 1.3124  -0.329
C -7.0222 -7.7320 0.5118  -0.312
C -6.1668 -8.6915 1.0336  -0.221
N -6.1976 -9.0452 2.3604  -0.525
C -6.8960 -8.2167 3.2415  -0.241
H -8.4542 -6.0757 1.2369  0.433
H -7.3737 -7.7928 -0.5325  0.321
H -5.5528 -9.2624 0.3425  0.417
H -6.4196 -8.4254 4.2621  0.343

Forces on atoms 1 to 3 (eV/Å):
Ba 0.5877 1.9292 -0.5195
O -0.4480 -0.5685 0.2206
S -0.0590 0.2661 -0.1622

## Properties
Kohn-Sham gap (spin up / spin down) (eV): 2.67 / 2.62
Multiplicity: 1
HOMO energy (spin up / spin down) (eV): -2.353 / -2.352
Net charge: -1

Computed values of energy above the lowest of the compared OMol25 structures with the same formula, charge and spin (unit: eV) for the preceding records, in sequence: 0.587, 5.951.